No. 1
Molecular formula: C24H45CrF3NO18
Method: DFT, ωB97M-V/def2-TZVPD

Element x y z (Å)
Cr: 2.885 2.051 0.907
C: -0.035 -0.899 2.131
C: 0.293 -0.295 0.749
C: -0.955 -0.002 -0.081
O: 1.137 0.775 0.814
H: 0.897 -1.005 2.685
H: -0.570 -1.831 1.961
H: -0.693 -0.323 2.783
H: 0.805 -1.122 0.228
H: -1.325 0.997 0.160
H: -1.757 -0.725 0.047
H: -0.707 0.005 -1.142
C: -4.302 -3.033 -2.569
C: -4.101 -1.547 -2.376
O: -5.359 -0.898 -2.129
C: -5.368 0.430 -1.836
O: -4.305 1.169 -1.686
C: -6.731 1.103 -1.966
F: -7.435 0.903 -0.832
F: -6.657 2.414 -2.161
F: -7.428 0.535 -2.955
H: -3.275 -3.379 -2.397
H: -4.486 -3.360 -3.591
H: -4.996 -3.499 -1.875
H: -3.626 -1.133 -3.270
H: -3.410 -1.400 -1.542
C: 1.282 -3.137 -2.896
O: 0.529 -2.959 -1.705
C: -0.168 -3.983 -1.237
O: 0.104 -5.126 -1.477
O: -1.080 -3.551 -0.389
C: -1.784 -4.454 0.439
H: 0.617 -3.416 -3.717
H: 2.020 -3.915 -2.710
H: 1.698 -2.185 -3.212
H: -1.298 -5.423 0.563
H: -2.801 -4.634 0.090
H: -1.832 -4.020 1.438
C: 4.793 3.887 -2.575
O: 3.765 3.132 -3.166
C: 3.083 2.214 -2.534
O: 3.185 1.995 -1.338
O: 2.203 1.708 -3.354
C: 1.211 0.765 -2.897
H: 5.750 3.369 -2.601
H: 4.479 4.219 -1.581
H: 4.990 4.834 -3.082
H: 1.683 -0.013 -2.309
H: 0.670 0.437 -3.779
H: 0.496 1.368 -2.337
C: 4.112 4.989 3.807
O: 3.015 4.416 4.568
C: 2.294 3.526 3.907
O: 2.479 3.203 2.758
O: 1.368 3.040 4.703
C: 0.540 2.014 4.225
H: 3.892 5.133 2.758
H: 4.986 4.421 4.121
H: 4.248 5.959 4.289
H: 1.049 1.051 4.158
H: 0.075 2.215 3.254
H: -0.307 1.940 4.907
C: -1.208 3.989 -1.272
O: -0.057 3.555 -0.506
C: 0.941 4.387 -0.300
O: 2.002 4.060 0.147
O: 0.582 5.639 -0.552
C: 1.561 6.667 -0.406
H: -1.847 3.112 -1.223
H: -0.977 4.235 -2.307
H: -1.646 4.859 -0.792
H: 2.444 6.370 0.155
H: 1.070 7.479 0.123
H: 1.887 7.013 -1.385
C: 2.753 -3.635 2.238
O: 2.844 -4.355 1.033
C: 2.239 -5.553 0.970
O: 1.526 -6.016 1.826
O: 2.662 -6.165 -0.094
C: 2.136 -7.475 -0.409
H: 2.156 -4.106 3.013
H: 2.493 -2.595 2.021
H: 3.738 -3.437 2.680
H: 1.128 -7.269 -0.770
H: 2.055 -8.121 0.461
H: 2.804 -7.855 -1.171
C: -3.341 -0.586 2.603
C: -4.779 -0.753 2.529
N: -5.920 -0.840 2.479
H: -2.834 -1.410 2.108
H: -3.118 -0.442 3.658
H: -3.135 0.301 1.998

Atomic forces in eV per Å
0.5687 0.8520 -0.1428
0.2722 0.1931 0.2203
-1.3097 0.1194 0.3536
-0.0137 0.4920 -0.3778
-0.6283 -1.0876 -0.1811
-0.0448 -0.5088 -0.0194
0.4343 -0.2890 0.0926
-0.0073 0.5270 -0.4408
0.6317 0.0593 -0.0584
-0.0814 -0.0551 0.1145
0.1426 -0.1276 0.1766
-0.0154 -0.0358 -0.0141
1.1368 -0.0190 -0.2134
-0.2678 0.0517 -0.2323
0.4703 0.0702 -0.0666
-2.4620 -0.5329 -0.0831
1.6091 0.6309 -0.0431
0.6464 -1.1167 0.4003
-0.1741 0.1468 -0.0680
0.2077 0.2929 -0.1170
-0.0730 0.1745 -0.0805
-0.2190 -0.5838 0.2667
-0.5421 0.3494 -0.0087
0.0340 0.0987 0.0939
-0.0755 0.1906 0.0001
-0.2049 0.2209 0.1969
-0.1999 -0.7672 -0.5091
-0.6559 1.8946 0.1523
1.1235 -1.2423 0.1652
-0.4895 -0.3901 -0.2133
-0.2371 1.1413 0.0210
-0.3157 -0.9797 0.8684
0.0267 -0.3520 0.1520
0.1833 0.1634 -0.3244
0.2633 0.0405 0.5693
0.2615 0.1430 -0.3573
0.0871 0.2204 -0.2707
-0.0184 0.1984 -0.1256
0.5665 0.8503 1.1883
0.0153 0.2541 -1.7857
-0.1311 0.8696 1.4639
0.0658 -0.7996 -0.0129
-0.1019 -0.5888 -0.9917
0.0055 1.3082 0.2654
-0.1881 -0.3424 0.3744
0.3082 -0.5300 0.2098
-0.6420 -0.3505 -0.7278
-0.2063 -0.1625 0.0177
0.4196 -0.3368 -0.1291
0.0416 -0.3589 0.4705
0.0774 0.7499 1.8211
-0.4339 -0.1585 -0.8590
0.4390 0.1987 0.8447
0.0644 -0.5921 -0.7473
0.1083 0.4643 0.3722
-1.2217 -0.7844 -0.5896
0.1297 -0.4698 -0.0867
0.1392 -0.2113 -0.8921
-0.0764 0.0733 -0.2546
0.1835 0.1592 0.1491
0.4618 0.3156 -0.0677
0.3110 -0.0325 0.2797
-0.1431 -0.1244 0.4892
0.2119 -0.5457 -0.5224
-1.0113 0.9875 0.0898
0.7892 -0.3425 0.1679
0.2097 0.0107 -0.2854
0.3352 0.7034 0.1487
-0.2756 0.2181 -0.1272
0.3234 -0.1018 0.0572
-0.2216 -0.1339 -0.0260
-0.2185 -0.3563 0.0440
-0.0043 0.0298 -0.0883
-0.1731 -0.0794 -0.0750
0.7807 1.2122 0.8039
0.0582 0.0900 -0.3970
0.2147 -0.4366 1.3847
-0.3665 0.2269 -0.1699
0.7021 -0.2937 -0.9210
-0.7629 0.8764 0.1897
-0.3750 -0.0063 -0.3143
-0.8508 -0.2768 -0.1807
0.2622 -0.8287 -0.2603
0.0888 -0.4669 -0.3119
0.3361 0.0947 0.1028
-0.1182 -0.1492 -0.0274
-0.5564 0.4487 -0.4553
-0.4201 -0.2240 -0.1210
-0.1640 -0.0661 -0.0225
0.0603 -0.2052 0.4297
0.5805 -0.0915 -0.1672
0.3092 0.1223 0.3566

Summary:
Energy relative to the best compared isomer or geometry (same formula, charge and spin) ... 0.367 eV
⟨S²⟩ ... 20.012
Charge ... +1
Gap between HOMO and LUMO (alpha / beta) ... 0.246 / 0.263 Ha
E_LUMO (alpha / beta) ... -2.1 / -5.5 eV
Max |F| ... 2.52 eV/A
Multiplicity ... 9

No. 2
Molecular formula: HN2O5
Method: DFT, ωB97M-V/def2-TZVPD

Element x y z (Å)
N: 0.335 -1.803 -0.158
N: -0.329 1.829 0.151
O: 1.223 -2.070 0.626
O: 0.801 2.012 -0.284
O: -1.030 2.751 0.542
O: -0.146 -2.594 -0.951
O: -0.785 0.662 0.195
H: -0.068 -0.788 -0.120

Atomic forces in eV per Å
-0.2734 0.4124 0.1303
0.1517 0.0646 -0.0593
0.0857 -0.0144 0.0198
1.0082 0.1931 -0.3893
-0.5536 0.7763 0.3185
-0.0236 0.0611 -0.0848
-0.6352 -1.3992 0.0719
0.2403 -0.0939 -0.0071

Summary:
Energy relative to the best compared isomer or geometry (same formula, charge and spin) ... 0.000 eV
Charge ... -1
Gap between HOMO and LUMO ... 0.342 Ha
E_LUMO ... 4.2 eV
Max |F| ... 1.54 eV/A

No. 3
Molecular formula: C3H8OS
Method: DFT, ωB97M-V/def2-TZVPD

Element x y z (Å)
C: 1.854 1.104 0.122
C: 1.249 1.271 -1.113
O: 0.651 0.263 -1.748
H: 1.831 2.162 0.665
H: 1.945 0.125 0.622
H: 1.138 2.215 -1.586
H: 0.226 -0.268 -1.083
C: -1.571 -0.741 0.901
S: -1.873 -2.013 -0.163
H: -2.032 -0.938 1.928
H: -2.128 0.061 0.344
H: -0.539 -0.517 1.092
H: -0.751 -2.723 0.018

Atomic forces in eV per Å
-1.8867 3.2926 -1.1721
1.3037 -1.1028 3.6902
-0.2247 -0.2454 -1.4374
0.9403 -2.6960 -0.7486
-0.0604 0.7693 -0.2043
0.0868 0.7052 -0.3702
-0.2142 -0.7765 0.1895
-1.5815 2.2297 2.5906
0.0437 -3.0183 -2.2923
0.4340 0.5662 -1.3353
0.8156 0.0319 1.3302
0.4592 0.4360 -0.2931
-0.1159 -0.1918 0.0528

Summary:
Energy relative to the best compared isomer or geometry (same formula, charge and spin) ... 1.955 eV
Charge ... 0
Gap between HOMO and LUMO ... 0.358 Ha
E_LUMO ... 0.7 eV
SMILES string ... C=CO.CS
Max |F| ... 4.07 eV/A

No. 4
Molecular formula: C4H6NO6
Method: DFT, ωB97M-V/def2-TZVPD

Element x y z (Å)
O: 2.688 0.420 -0.649
C: 1.932 -0.512 -0.471
O: 2.034 -1.693 -0.830
C: 0.743 -0.218 0.599
O: 0.001 -1.406 0.761
O: 1.157 0.235 1.803
C: -0.121 0.868 -0.091
O: 0.560 1.965 -0.739
C: -1.453 0.990 -0.140
N: -2.269 -0.021 0.484
O: -3.056 -0.601 -0.556
H: 0.361 -1.978 0.060
H: 2.044 0.313 1.686
H: 1.450 1.609 -0.783
H: -2.053 1.760 -0.543
H: -1.538 -0.645 0.659
H: -2.480 -1.086 -1.250

Atomic forces in eV per Å
1.4943 2.2176 -0.5782
-0.8374 -2.2364 2.2271
-0.6736 -0.3024 -0.4448
-1.5403 -0.1931 -3.3705
0.2633 0.1001 -0.0442
-2.7348 0.0537 1.4211
-0.3397 2.6026 -1.2939
-1.3525 -1.7089 1.4802
-0.1276 -1.5915 1.2347
-0.2147 1.8368 -0.9788
0.0574 -1.4287 -1.5647
0.4081 -0.2430 -0.0099
4.3704 0.6675 0.1136
1.3293 0.1548 -0.2568
0.1501 0.9976 -0.7482
0.4430 -2.2083 1.1453
-0.6955 1.2816 1.6679

Summary:
Energy relative to the best compared isomer or geometry (same formula, charge and spin) ... 0.319 eV
Charge ... -1
Gap between HOMO and LUMO ... 0.311 Ha
E_LUMO ... 3.7 eV
SMILES string ... O=C([O-])C(O)(O)/C(O)=C\NO
Max |F| ... 4.42 eV/A

> What is the max |F| in the first record?

2.52 eV/A